No. 1
{"formula": "C62H78Cl2CsN7O2P2Si", "method": "ωB97M-V/def2-TZVPD", "lumo_ev": 3.507, "de_lowest_ev": 1.1580, "largest_force_ev_per_a": 2.2, "e_tot_ev": -132138.22823, "multiplicity": 1, "mol_weight_g_mol": 1247.20, "orbital_gap_ev": 4.665, "total_charge": -2, "species": ["Cs", "Cl", "C", "C", "C", "N", "C", "O", "C", "C", "C", "C", "C", "N", "C", "C", "C", "Cl", "N", "C", "O", "C", "C", "C", "C", "C", "N", "H", "H", "H", "H", "H", "H", "H", "H", "H", "H", "C", "Si", "C", "C", "C", "C", "C", "C", "P", "C", "C", "C", "C", "C", "C", "C", "C", "C", "C", "C", "C", "C", "C", "C", "C", "C", "C", "P", "C", "C", "C", "C", "C", "C", "C", "C", "C", "C", "C", "C", "H", "H", "H", "H", "H", "H", "H", "H", "H", "H", "H", "H", "H", "H", "H", "H", "H", "H", "H", "H", "H", "H", "H", "H", "H", "H", "H", "H", "H", "H", "H", "H", "H", "H", "H", "H", "H", "H", "H", "H", "H", "H", "H", "H", "H", "H", "H", "H", "H", "H", "H", "H", "H", "H", "H", "C", "C", "N", "C", "N", "C", "C", "C", "N", "C", "H", "H", "H", "H", "H", "H", "H", "H", "H", "H", "H", "H", "H"], "coordinates": [[-0.57, -0.05, 2.77], [0.38, 3.63, 8.51], [-0.17, 2.26, 7.58], [0.68, 1.72, 6.63], [0.33, 0.62, 5.85], [1.34, 0.08, 5.03], [1.80, 0.81, 4.04], [1.27, 1.80, 3.47], [3.13, 0.35, 3.47], [4.04, 1.34, 3.09], [5.29, 0.97, 2.64], [5.60, -0.38, 2.56], [4.62, -1.29, 2.92], [3.41, -0.95, 3.38], [-0.97, 0.04, 6.03], [-1.81, 0.62, 7.00], [-1.41, 1.70, 7.76], [-2.53, 2.34, 8.95], [-1.33, -1.04, 5.22], [-2.53, -1.61, 5.30], [-3.51, -1.38, 6.04], [-2.73, -2.77, 4.32], [-3.46, -3.87, 4.75], [-3.66, -4.93, 3.88], [-3.16, -4.83, 2.59], [-2.47, -3.69, 2.24], [-2.24, -2.68, 3.08], [1.66, 2.15, 6.49], [3.72, 2.38, 3.15], [6.02, 1.72, 2.35], [6.56, -0.73, 2.21], [4.81, -2.36, 2.85], [-2.79, 0.19, 7.14], [-3.86, -3.87, 5.76], [-4.20, -5.81, 4.20], [-3.30, -5.62, 1.86], [-2.08, -3.55, 1.23], [-3.12, -1.43, -0.94], [-1.46, -0.55, -1.44], [-2.04, 0.44, -3.03], [-3.34, 0.27, -3.56], [-3.89, 1.14, -4.48], [-3.17, 2.24, -4.92], [-1.89, 2.43, -4.44], [-1.31, 1.54, -3.53], [0.37, 1.84, -2.84], [1.46, 1.85, -4.36], [1.10, 2.60, -5.64], [2.29, 2.64, -6.60], [3.13, 1.35, -6.53], [2.25, 0.17, -6.13], [1.70, 0.36, -4.71], [0.18, 3.62, -2.27], [1.21, 4.63, -2.81], [1.44, 5.77, -1.82], [2.04, 5.26, -0.51], [1.58, 3.83, -0.20], [0.16, 3.61, -0.73], [-0.74, -2.16, -2.32], [-1.08, -2.51, -3.63], [-0.80, -3.76, -4.17], [-0.18, -4.72, -3.38], [0.19, -4.39, -2.08], [-0.04, -3.12, -1.56], [0.57, -2.57, 0.08], [1.06, -4.12, 0.96], [2.28, -4.93, 0.44], [3.46, -4.90, 1.41], [3.10, -5.46, 2.78], [1.71, -4.96, 3.25], [1.25, -3.75, 2.45], [2.24, -1.85, -0.37], [2.71, -2.16, -1.80], [4.19, -1.80, -1.99], [4.60, -0.61, -1.11], [3.43, 0.34, -0.92], [2.27, -0.33, -0.16], [-3.45, -2.21, -1.64], [-3.92, -0.69, -0.84], [-2.99, -1.89, 0.04], [-3.93, -0.57, -3.21], [-4.90, 0.97, -4.85], [-3.60, 2.95, -5.62], [-1.33, 3.31, -4.75], [2.41, 2.26, -3.99], [0.77, 3.62, -5.43], [0.24, 2.10, -6.10], [2.92, 3.50, -6.38], [1.93, 2.77, -7.63], [3.92, 1.47, -5.77], [3.64, 1.17, -7.48], [2.81, -0.77, -6.19], [1.43, 0.08, -6.85], [2.40, -0.06, -3.98], [0.77, -0.21, -4.60], [-0.81, 3.93, -2.61], [0.89, 5.01, -3.78], [2.18, 4.14, -2.99], [0.48, 6.26, -1.63], [2.08, 6.53, -2.27], [1.74, 5.92, 0.31], [3.13, 5.30, -0.55], [1.64, 3.62, 0.87], [2.24, 3.10, -0.68], [-0.48, 4.42, -0.36], [-0.27, 2.68, -0.35], [-1.62, -1.79, -4.24], [-1.09, -3.99, -5.19], [0.01, -5.72, -3.77], [0.70, -5.14, -1.48], [0.17, -4.76, 0.92], [2.60, -4.57, -0.54], [1.99, -5.98, 0.29], [3.81, -3.87, 1.51], [4.30, -5.46, 0.98], [3.87, -5.17, 3.51], [3.11, -6.55, 2.75], [1.73, -4.71, 4.31], [0.97, -5.75, 3.13], [1.97, -2.93, 2.55], [0.31, -3.36, 2.85], [2.94, -2.31, 0.34], [2.08, -1.57, -2.48], [2.54, -3.20, -2.08], [4.38, -1.57, -3.04], [4.81, -2.67, -1.74], [5.46, -0.09, -1.55], [4.93, -0.96, -0.14], [3.07, 0.67, -1.91], [3.74, 1.25, -0.39], [1.32, 0.10, -0.50], [2.35, -0.12, 0.91], [-4.83, 3.61, -1.13], [-3.35, 3.30, -1.02], [-3.20, 2.06, -0.29], [-3.90, 1.79, 0.87], [-3.39, 0.98, 1.71], [-4.15, 0.57, 2.88], [-5.64, 0.78, 2.73], [-5.88, 2.18, 2.21], [-5.18, 2.36, 0.95], [-5.43, 3.61, 0.26], [-5.31, 2.84, -1.74], [-4.98, 4.58, -1.61], [-2.84, 4.14, -0.52], [-2.90, 3.17, -2.00], [-2.29, 1.61, -0.30], [-3.79, 1.12, 3.76], [-3.92, -0.48, 3.08], [-6.16, 0.62, 3.68], [-6.04, 0.06, 2.00], [-5.54, 2.92, 2.95], [-6.94, 2.37, 2.02], [-5.03, 4.46, 0.84], [-6.52, 3.74, 0.22]], "mulliken_charge": [1.68, -0.29, 0.06, -0.41, 0.34, -0.33, -1.04, -0.63, 0.67, -0.42, -0.54, -0.68, -0.12, -0.16, 0.32, -0.69, 0.04, -0.27, -0.35, 0.18, -0.85, 0.00, -0.52, -0.66, -1.18, -0.06, 0.71, 0.48, 0.43, 0.39, 0.40, 0.35, 0.72, 0.53, 0.37, 0.48, 0.14, -1.37, 2.06, 0.10, 0.05, -1.07, -0.87, -0.55, -0.59, 0.65, 0.05, -0.85, -0.95, -0.81, -1.16, 0.87, -0.25, -0.50, -1.27, -0.92, -0.30, -0.09, 0.35, -0.42, -1.06, -0.92, -0.46, 0.23, -0.45, -0.01, -0.68, -0.42, -0.87, -1.03, 0.44, 2.31, -0.32, -0.95, -0.67, 0.64, 1.36, 0.53, 0.50, -0.49, 0.39, 0.37, 0.35, 0.20, 0.51, 0.14, 0.36, 0.30, 0.45, 0.30, 0.50, 0.54, 0.39, -0.59, -0.39, 0.55, 0.39, 0.21, 0.41, 0.47, 0.31, 0.43, 0.61, -0.35, 0.47, -0.27, 0.25, 0.35, 0.40, 0.36, 1.14, 0.04, 0.55, -0.30, 0.52, 0.38, 0.33, 0.46, 0.35, -0.32, 0.00, -0.86, -0.40, 0.56, 0.20, 0.45, 0.52, -0.16, -1.02, 0.70, -0.55, -1.68, -0.88, 0.66, 0.98, -0.01, 0.19, -0.04, -0.85, -0.76, 0.21, -0.84, 0.34, 0.41, 0.15, -0.62, -1.37, 0.20, -0.26, 0.41, 0.33, 0.33, 0.38, 0.30, 0.46]}

No. 2
{"formula": "C4H2LiO2Pb", "method": "ωB97M-V/def2-TZVPD", "lumo_ev": [-4.258, -5.182], "de_lowest_ev": 0.0000, "largest_force_ev_per_a": 4.9, "e_tot_ev": -13718.54433, "multiplicity": 1, "mol_weight_g_mol": 296.20, "orbital_gap_ev": [7.233, 4.635], "total_charge": 1, "species": ["H", "C", "C", "C", "C", "O", "O", "Li", "Pb", "H"], "coordinates": [[1.57, 0.56, 0.68], [1.29, 0.64, -0.47], [0.07, 0.27, -0.92], [-0.90, -0.39, -0.09], [-1.77, -0.92, 0.58], [-2.69, -1.50, 1.24], [2.28, 1.17, -1.11], [3.88, 1.83, -0.88], [-3.58, -2.09, 2.94], [-0.16, 0.44, -1.98]], "mulliken_charge": [0.23, 0.31, -1.08, 0.01, 1.20, -0.66, -0.79, 0.93, 0.58, 0.27]}

No. 3
{"formula": "C6H9FN2O", "method": "ωB97M-V/def2-TZVPD", "lumo_ev": 0.830, "de_lowest_ev": 1.5803, "largest_force_ev_per_a": 7.8, "e_tot_ev": -14110.96851, "multiplicity": 1, "mol_weight_g_mol": 144.15, "orbital_gap_ev": 8.241, "species": ["C", "C", "C", "C", "N", "C", "N", "O", "C", "F", "H", "H", "H", "H", "H", "H", "H", "H", "H"], "coordinates": [[-1.21, -0.87, 1.14], [-0.65, -0.01, 0.05], [-1.19, -0.25, -1.45], [0.80, 0.04, 0.11], [1.61, 1.04, -0.21], [2.81, 0.63, -0.23], [3.90, 1.39, -0.42], [2.96, -0.74, -0.01], [1.70, -1.23, 0.20], [1.54, -2.47, 0.69], [-0.82, -1.94, 1.02], [-2.24, -0.94, 0.97], [-1.10, -0.49, 2.19], [-0.88, 1.02, 0.29], [-1.28, -1.29, -1.73], [-0.60, 0.28, -2.15], [-2.38, 0.13, -1.31], [3.78, 2.21, -0.91], [4.75, 0.82, -0.51]], "mulliken_charge": [-1.26, 0.71, -1.23, 0.10, -0.64, 0.48, -0.44, -0.36, 0.23, -0.25, 0.26, 0.42, 0.30, 0.20, 0.33, 0.43, 0.23, 0.25, 0.24]}

No. 4
{"formula": "C4H7INO2", "method": "ωB97M-V/def2-TZVPD", "lumo_ev": -4.712, "de_lowest_ev": 1.3923, "largest_force_ev_per_a": 3.6, "e_tot_ev": -17937.50030, "multiplicity": 1, "mol_weight_g_mol": 228.01, "orbital_gap_ev": 8.541, "total_charge": 1, "species": ["C", "C", "C", "C", "N", "O", "O", "I", "H", "H", "H", "H", "H", "H", "H"], "coordinates": [[0.65, -0.41, -0.41], [0.77, -0.56, 0.90], [-1.46, 0.51, 0.06], [1.80, -0.58, -1.48], [-1.18, -0.14, 1.30], [-0.60, -0.14, -0.88], [-1.07, 1.80, 0.19], [2.05, -0.86, 2.43], [-2.60, 0.49, -0.21], [1.74, 0.47, -1.86], [1.66, -1.38, -2.20], [2.61, -0.93, -0.93], [-1.62, -1.10, 1.37], [-1.34, 0.43, 2.19], [-1.43, 2.40, -0.46]], "mulliken_charge": [0.69, -0.28, 0.15, -0.96, -0.49, -0.36, -0.51, 0.40, 0.34, 0.29, 0.33, 0.36, 0.34, 0.34, 0.36]}

No. 5
{"formula": "C31H24ClGaN2O7S", "method": "ωB97M-V/def2-TZVPD", "lumo_ev": -0.342, "de_lowest_ev": 0.0000, "largest_force_ev_per_a": 0.8, "e_tot_ev": -125586.59902, "multiplicity": 1, "mol_weight_g_mol": 673.78, "orbital_gap_ev": 7.730, "species": ["Ga", "C", "O", "C", "C", "C", "C", "C", "C", "O", "C", "O", "C", "H", "H", "H", "H", "H", "H", "H", "H", "H", "Cl", "C", "C", "C", "C", "O", "C", "C", "O", "C", "H", "H", "H", "H", "O", "S", "O", "N", "C", "C", "C", "C", "C", "C", "C", "C", "N", "C", "C", "C", "C", "C", "C", "C", "H", "H", "H", "H", "H", "H", "H", "H", "H", "H", "H"], "coordinates": [[0.47, 0.13, 0.00], [2.92, -1.13, -6.13], [4.02, -0.76, -5.31], [3.78, -0.49, -4.01], [4.86, 0.02, -3.28], [4.69, 0.32, -1.96], [3.45, 0.17, -1.31], [3.30, 0.60, 0.06], [4.50, 0.86, 0.92], [2.19, 0.97, 0.53], [2.37, -0.41, -2.04], [1.22, -0.73, -1.51], [2.56, -0.71, -3.40], [3.29, -1.13, -7.15], [2.11, -0.41, -6.03], [2.56, -2.12, -5.87], [5.81, 0.17, -3.78], [5.53, 0.71, -1.40], [5.21, 0.04, 0.86], [4.18, 1.01, 1.94], [4.98, 1.77, 0.56], [1.72, -1.15, -3.92], [-2.98, 2.29, -5.96], [-2.08, 2.09, -4.49], [-1.14, 3.07, -4.11], [-0.42, 2.94, -2.95], [-0.59, 1.82, -2.10], [0.11, 1.75, -1.01], [-1.54, 0.84, -2.50], [-1.84, -0.32, -1.72], [-1.32, -0.68, -0.66], [-2.28, 1.00, -3.69], [-1.00, 3.93, -4.75], [0.30, 3.68, -2.66], [-2.65, -0.96, -2.11], [-3.00, 0.24, -3.98], [2.83, -2.01, 0.86], [1.82, -2.22, 1.86], [1.46, -3.58, 2.16], [0.54, -1.32, 1.46], [-0.48, -1.22, 2.40], [-0.87, -2.18, 3.31], [-1.90, -1.92, 4.24], [-2.58, -0.73, 4.26], [-2.23, 0.27, 3.32], [-2.87, 1.52, 3.24], [-2.48, 2.43, 2.30], [-1.42, 2.10, 1.44], [-0.79, 0.95, 1.50], [-1.18, 0.02, 2.42], [2.41, -1.54, 3.40], [2.27, -0.19, 3.69], [2.78, 0.31, 4.88], [3.43, -0.53, 5.77], [3.57, -1.88, 5.47], [3.05, -2.39, 4.29], [-0.37, -3.14, 3.32], [-2.16, -2.70, 4.94], [-3.38, -0.55, 4.96], [-3.69, 1.74, 3.91], [-2.96, 3.39, 2.20], [-1.07, 2.79, 0.68], [1.78, 0.48, 2.99], [2.67, 1.36, 5.11], [3.83, -0.14, 6.70], [4.07, -2.54, 6.16], [3.13, -3.44, 4.05]], "mulliken_charge": [1.37, -0.79, -0.46, 0.86, -0.99, -1.15, 0.97, 1.03, -2.04, -0.36, 0.24, -0.53, -0.36, 0.25, 0.33, 0.31, 0.44, 0.43, 0.39, 0.27, 0.53, 0.47, -0.24, 0.10, -0.59, -0.65, 0.15, -0.51, 1.40, -0.28, -0.68, -1.12, 0.43, 0.48, 0.34, 0.42, -0.66, 1.34, -0.74, -0.30, -0.42, -0.44, -0.82, -0.97, 0.59, -0.54, -1.15, -0.06, 0.12, 0.71, 0.43, -0.11, -0.96, -0.47, -0.62, -0.76, 0.69, 0.42, 0.41, 0.44, 0.40, 0.65, 0.66, 0.43, 0.40, 0.40, 0.49]}

No. 6
{"formula": "C36H26F4N9PPd", "method": "ωB97M-V/def2-TZVPD", "lumo_ev": -13.860, "largest_force_ev_per_a": 0.8, "e_tot_ev": -74760.30562, "multiplicity": 1, "mol_weight_g_mol": 798.05, "orbital_gap_ev": 4.449, "total_charge": 4, "species": ["Pd", "C", "N", "C", "C", "N", "C", "C", "C", "C", "C", "C", "N", "C", "N", "C", "C", "C", "C", "C", "C", "N", "H", "H", "H", "H", "H", "H", "H", "H", "H", "H", "H", "H", "H", "H", "H", "F", "C", "C", "F", "C", "C", "C", "F", "C", "C", "C", "N", "C", "N", "F", "C", "C", "N", "C", "N", "C", "P", "C", "C", "C", "C", "C", "C", "C", "H", "H", "H", "H", "H", "H", "H", "H", "H", "H", "H"], "coordinates": [[-1.14, -1.10, -1.49], [1.37, -3.48, 0.31], [0.17, -3.51, -0.54], [-1.00, -4.08, 0.15], [-1.89, -3.01, 0.72], [-2.05, -1.79, 0.22], [-2.94, -1.13, 1.07], [-3.45, 0.16, 1.03], [-4.36, 0.52, 2.01], [-4.75, -0.39, 3.01], [-4.25, -1.67, 3.06], [-3.34, -2.02, 2.07], [-2.65, -3.20, 1.80], [2.37, -2.53, -0.26], [2.21, -1.21, -0.36], [3.31, -0.61, -1.00], [3.59, 0.70, -1.35], [4.81, 0.90, -1.95], [5.72, -0.15, -2.19], [5.42, -1.45, -1.84], [4.19, -1.66, -1.23], [3.57, -2.82, -0.77], [1.84, -4.46, 0.45], [1.09, -3.12, 1.31], [0.37, -4.08, -1.35], [-0.71, -4.77, 0.94], [-1.58, -4.67, -0.57], [-3.15, 0.86, 0.25], [-4.78, 1.51, 2.00], [-5.46, -0.07, 3.75], [-4.55, -2.37, 3.83], [-2.68, -4.03, 2.37], [2.90, 1.51, -1.17], [5.10, 1.91, -2.25], [6.66, 0.07, -2.66], [6.12, -2.26, -2.02], [3.96, -3.75, -0.80], [1.34, 2.55, 0.69], [1.42, 2.81, 1.99], [1.69, 4.09, 2.41], [1.84, 5.03, 1.51], [1.80, 4.40, 3.80], [1.62, 3.31, 4.71], [1.35, 2.03, 4.26], [1.21, 1.07, 5.15], [1.24, 1.76, 2.90], [0.95, 0.40, 2.40], [1.05, -0.01, 1.15], [1.03, -0.53, 0.04], [0.54, -0.68, 3.26], [0.16, -1.56, 3.88], [1.71, 3.51, 5.99], [2.07, 5.70, 4.26], [2.25, 6.80, 3.38], [2.42, 7.72, 2.72], [2.18, 6.03, 5.63], [2.30, 6.37, 6.72], [-4.35, 0.10, -2.22], [-2.91, -0.82, -2.75], [-3.46, -2.27, -3.64], [-1.59, 0.07, -3.53], [-1.31, 1.39, -3.11], [-0.32, 2.12, -3.74], [0.40, 1.55, -4.79], [0.15, 0.25, -5.20], [-0.83, -0.50, -4.59], [-4.09, 0.98, -1.64], [-4.96, -0.57, -1.61], [-4.92, 0.40, -3.11], [-4.06, -1.96, -4.50], [-4.10, -2.86, -2.98], [-2.63, -2.88, -3.99], [-1.91, 1.85, -2.33], [-0.13, 3.14, -3.44], [1.15, 2.14, -5.30], [0.71, -0.17, -6.03], [-1.05, -1.50, -4.94]], "mulliken_charge": [0.46, -0.91, -0.15, -1.55, -0.01, 1.11, 0.03, -0.71, -0.98, -0.66, -1.04, 0.90, -0.10, 0.36, 0.62, 1.20, -0.94, -0.71, -0.66, -0.93, 0.39, -0.08, 0.56, 0.29, 0.31, 0.44, 0.46, 0.60, 0.49, 0.46, 0.49, 0.29, 0.56, 0.47, 0.45, 0.48, 0.30, -0.21, 0.31, 0.14, -0.24, -0.03, 0.43, 0.09, -0.26, 0.46, 0.76, 0.30, -0.34, -0.70, -0.45, -0.22, 1.51, -0.28, -0.21, -0.31, -0.17, -1.15, 1.00, -1.29, -0.10, 0.07, -0.81, -0.46, -0.82, -0.21, 0.34, 0.45, 0.51, 0.48, 0.40, 0.42, 0.38, 0.51, 0.48, 0.49, 0.39]}